No. 1
A cluster of 3 separate species, C2H2N2O3S in total in a non-equilibrium geometry. Source: OMol25; level of theory: wB97M-V/def2-TZVPD.

Summary:
- multiplicity = 1
- LUMO (eV) = -1.1
- HOMO-LUMO gap (eV) = 9.98
- HOMO energy (eV) = -11.045

Structure (XYZ):
```
10
Properties=species:S:1:pos:R:3:forces:R:3:mulliken_charge:R:1
C -0.2929 -1.6809 0.3679 -0.51 0.61 -0.66 0.6402
C 1.6757 1.0809 1.4585 0.02 0.16 0.02 0.1183
N -0.5621 -2.1705 -0.6901 -0.05 0.36 -2.66 -0.5263
N -0.2136 1.1955 -1.3480 -0.53 0.57 2.11 -0.4407
O -0.1089 -1.2235 1.4174 0.38 0.01 0.93 -0.4285
O 2.5999 0.4958 1.7022 0.24 -0.15 0.10 -0.1459
O -2.2262 0.8622 -0.0892 -0.22 0.93 0.85 -0.4352
S -0.9851 1.6159 -0.0569 -0.44 -2.09 -2.56 0.5881
H -0.6073 -1.6727 -1.6397 0.13 -1.00 2.37 0.3492
H 0.7205 1.4973 -1.1221 0.99 0.59 -0.51 0.2810
```
Forces are in eV/Å.



No. 2
An isolated molecule of C2H2N2O4 in a non-equilibrium geometry. Source: OMol25; level of theory: wB97M-V/def2-TZVPD.

Summary:
- multiplicity = 1
- LUMO (eV) = -1.7
- HOMO-LUMO gap (eV) = 8.37
- HOMO energy (eV) = -10.027
- SMILES string = O=C[C@@H](N=O)[N+](=O)[O-]

Structure (XYZ):
```
10
Properties=species:S:1:pos:R:3:forces:R:3:mulliken_charge:R:1
C -1.0216 0.4602 -0.5724 -2.80 1.12 0.52 -0.0987
C -0.2482 -0.4147 0.3314 1.78 -0.67 1.52 0.2957
N 0.4280 -1.4723 -0.4321 0.55 -1.74 -0.64 0.0223
N 1.0739 0.7854 0.4045 -1.68 -1.62 0.61 0.8154
O 0.7609 1.8359 0.8492 -0.86 1.12 0.88 -0.5104
O -0.7789 0.7368 -1.7065 0.24 -0.34 -0.11 -0.4153
O 0.2907 -2.6521 -0.1708 -0.50 2.53 0.48 -0.3049
O 2.0915 0.4756 -0.0717 1.65 -0.91 -0.74 -0.4558
H -1.8920 0.9297 -0.0006 0.61 -0.26 -0.75 0.2776
H -0.7043 -0.6846 1.3690 1.00 0.78 -1.79 0.3742
```
Forces are in eV/Å.



No. 3
A structure of composition C2H2N2O4 in a non-equilibrium geometry. Source: OMol25; level of theory: wB97M-V/def2-TZVPD.

Summary:
- multiplicity = 1
- LUMO (spin up / spin down) (eV) = -1.7 / -1.7
- HOMO-LUMO gap (spin up / spin down) (eV) = 8.42 / 8.42
- HOMO energy (spin up / spin down) (eV) = -10.099 / -10.098

Structure (XYZ):
```
10
Properties=species:S:1:pos:R:3:forces:R:3:mulliken_charge:R:1
C -0.9900 1.0870 -0.5503 1.27 -3.89 0.95 0.1224
C 0.0344 -0.3575 0.4478 -1.95 1.94 0.35 -0.2257
N -0.2476 -1.3450 -0.4333 -2.37 -2.23 -0.56 -0.1188
N 1.4017 -0.0197 0.3493 2.04 1.24 0.81 0.9793
O 1.9392 0.2015 1.4214 0.21 0.01 0.29 -0.5763
O -0.6687 2.1433 -0.7480 1.15 3.27 0.11 -0.1887
O -1.3715 -1.8526 -0.2490 1.43 0.88 -0.44 -0.3604
O 1.9513 0.1003 -0.7240 -0.45 -0.21 -0.26 -0.5180
H -1.6880 0.4409 -1.0017 -1.72 -1.01 -0.36 0.3741
H -0.3609 -0.3982 1.4879 0.38 0.01 -0.89 0.5121
```
Forces are in eV/Å.



No. 4
A cluster of 2 separate species, C2H2N2OS in total in a non-equilibrium geometry. Source: OMol25; level of theory: wB97M-V/def2-TZVPD.

Summary:
- multiplicity = 1
- LUMO (eV) = 0.5
- HOMO-LUMO gap (eV) = 9.83
- HOMO energy (eV) = -9.346
- SMILES string = N=C=O.N=C=S

Structure (XYZ):
```
8
Properties=species:S:1:pos:R:3:forces:R:3:mulliken_charge:R:1
C 2.3211 -0.3848 0.0041 -0.42 -1.23 -0.08 0.3731
C -1.7864 0.2177 0.0442 0.24 0.27 -0.44 0.4936
N 1.6801 -1.3921 -0.0064 0.11 0.22 0.03 -0.3922
N -2.1913 1.2936 -0.2526 -0.33 0.84 -0.26 -0.3645
O -1.2492 -0.8037 0.1366 0.22 -1.16 0.46 -0.4494
S 3.3629 0.7683 -0.0048 0.46 0.86 0.04 -0.3533
H -2.8488 1.9561 0.0891 -0.19 0.03 0.23 0.2835
H 0.7117 -1.6551 -0.0103 -0.09 0.17 0.03 0.4092
```
Forces are in eV/Å.



No. 5
A cluster of 2 separate species, C2H2N2OS in total in a non-equilibrium geometry. Source: OMol25; level of theory: wB97M-V/def2-TZVPD.

Summary:
- multiplicity = 1
- LUMO (eV) = 0.2
- HOMO-LUMO gap (eV) = 9.06
- HOMO energy (eV) = -8.868

Structure (XYZ):
```
8
Properties=species:S:1:pos:R:3:forces:R:3:mulliken_charge:R:1
C 0.6994 -0.4318 -0.2053 1.62 1.33 -0.76 -0.2536
C -1.4501 -1.1679 0.1645 -0.87 -1.09 -2.12 0.6758
N 1.3900 1.8011 0.1543 1.39 1.79 0.70 -0.8393
N 0.9090 0.7548 -0.2158 -0.69 -2.96 0.56 0.5322
O -1.3541 -1.5558 -0.9362 -0.52 0.21 1.02 -0.3937
S -1.8254 -0.7420 1.5920 -0.30 0.38 1.30 -0.2953
H 0.8078 -1.2895 -0.8627 0.00 0.79 0.01 0.3303
H 0.8234 2.6312 0.3093 -0.65 -0.43 -0.71 0.2436
```
Forces are in eV/Å.



No. 6
A cluster of 2 separate species, C2H2N2OS in total in a non-equilibrium geometry. Source: OMol25; level of theory: wB97M-V/def2-TZVPD.

Summary:
- multiplicity = 1
- LUMO (eV) = -0.3
- HOMO-LUMO gap (eV) = 9.00
- HOMO energy (eV) = -9.304
- SMILES string = C#[N+][S-].N=C=O

Structure (XYZ):
```
8
Properties=species:S:1:pos:R:3:forces:R:3:mulliken_charge:R:1
C 1.7861 2.1331 -1.0778 -4.32 -3.79 2.12 -0.0684
C -1.4481 -2.0812 0.9069 1.20 1.81 0.65 0.6926
N 0.8753 1.4004 -0.8694 3.35 3.00 -0.57 -0.0495
N -0.8100 -1.3721 1.6715 -0.91 -1.45 0.05 -0.5556
O -2.0688 -2.7274 0.1766 -0.47 -0.80 -0.14 -0.3951
S -0.3414 0.5423 -0.4297 -1.07 -0.41 -0.28 -0.2126
H 2.3406 2.6399 -1.7320 2.20 1.89 -2.01 0.3433
H -0.3337 -0.5351 1.3538 0.03 -0.25 0.18 0.2453
```
Forces are in eV/Å.



No. 7
An isolated molecule of C2H2N2OS in a non-equilibrium geometry. Source: OMol25; level of theory: wB97M-V/def2-TZVPD.

Summary:
- multiplicity = 1
- LUMO (eV) = 0.4
- HOMO-LUMO gap (eV) = 10.40
- HOMO energy (eV) = -9.974
- SMILES string = Sc1ncno1

Structure (XYZ):
```
8
Properties=species:S:1:pos:R:3:forces:R:3:mulliken_charge:R:1
C -0.6086 -0.2925 0.2129 1.22 0.27 -1.52 0.6386
C 1.4381 0.2939 -0.1247 -5.82 -3.14 1.13 -0.0840
H -2.3633 0.9848 -0.0132 -0.39 -1.14 -0.13 0.1927
H 2.1026 1.0100 -0.0722 4.07 2.88 -0.41 0.4711
N 0.1177 0.7642 0.1011 0.87 1.36 -0.24 -0.5617
N 1.5274 -1.0147 -0.1451 -1.25 1.95 0.68 -0.2885
O 0.1789 -1.3419 0.1286 -0.42 -3.47 -0.42 -0.1623
S -2.3927 -0.4038 -0.0875 1.71 1.30 0.91 -0.2060
```
Forces are in eV/Å.



No. 8
A structure of composition C2H2N2OS2 in a non-equilibrium geometry. Source: OMol25; level of theory: wB97M-V/def2-TZVPD.

Summary:
- multiplicity = 1
- LUMO (eV) = -0.2
- HOMO-LUMO gap (eV) = 8.66
- HOMO energy (eV) = -8.820

Structure (XYZ):
```
9
Properties=species:S:1:pos:R:3:forces:R:3:mulliken_charge:R:1
C -0.8053 -0.1021 -0.1283 -3.22 0.25 -0.32 0.7156
C 1.2049 -0.1114 -0.0336 2.97 -0.42 -1.85 0.0370
H -2.1665 -1.9600 0.0282 -0.16 1.61 -0.02 0.1985
H 1.1169 1.8696 0.5676 0.80 0.95 1.21 0.2859
N 0.1201 -0.9508 -0.3111 1.28 1.93 1.21 -0.3410
N 0.8227 1.2845 -0.1623 -0.24 -2.56 -0.62 -0.0799
O -0.6008 1.2420 -0.0475 0.26 -1.56 0.06 -0.2516
S -2.4528 -0.5804 0.0497 -0.54 -1.21 -0.07 -0.2650
S 2.7608 -0.6916 0.0373 -1.14 1.02 0.41 -0.2995
```
Forces are in eV/Å.



No. 9
An isolated molecule of C2H2N2OS2 in a non-equilibrium geometry. Source: OMol25; level of theory: wB97M-V/def2-TZVPD.

Summary:
- multiplicity = 1
- LUMO (eV) = 0.0
- HOMO-LUMO gap (eV) = 8.61
- HOMO energy (eV) = -8.598
- SMILES string = O=C1SN=CNS1

Structure (XYZ):
```
9
Properties=species:S:1:pos:R:3:forces:R:3:mulliken_charge:R:1
C 1.6909 -0.4399 0.0910 4.00 0.58 -2.29 0.4540
C -1.2040 0.6479 0.2263 3.62 2.57 -1.01 0.1799
H -1.8034 -1.1700 -0.5866 -2.24 -1.30 -0.19 0.2653
H -2.1192 1.0800 0.7309 0.84 -1.03 -0.98 0.3248
N -1.0657 -0.5783 -0.4163 2.27 0.88 0.88 -0.3668
N -0.1764 1.4884 0.1602 -2.79 -0.23 1.62 -0.4170
O 2.9034 -0.7573 0.1011 -4.01 -0.09 0.74 -0.4927
S 0.3215 -1.6001 -0.0390 0.34 0.73 0.60 0.0016
S 1.4529 1.3293 -0.2677 -2.03 -2.11 0.65 0.0509
```
Forces are in eV/Å.



No. 10
An isolated molecule of C2H2N2S in a non-equilibrium geometry. Source: OMol25; level of theory: wB97M-V/def2-TZVPD.

Summary:
- multiplicity = 1
- LUMO (eV) = -0.9
- HOMO-LUMO gap (eV) = 8.49
- HOMO energy (eV) = -9.392
- SMILES string = N#CC(N)=S

Structure (XYZ):
```
7
Properties=species:S:1:pos:R:3:forces:R:3:mulliken_charge:R:1
C -0.1292 0.3779 0.0830 -3.14 0.74 1.24 0.3505
C -0.5996 -0.6099 1.1668 1.71 1.46 -0.80 0.0930
H 0.6240 0.6533 -1.5812 0.96 -0.11 -1.26 0.2355
H 1.0621 -1.0289 -0.9018 -1.21 2.09 -0.60 0.2921
N 0.4692 -0.1397 -0.9969 0.83 -1.69 1.78 -0.3914
N -0.7059 -1.2496 2.1208 -0.30 0.13 -0.60 -0.3157
S -0.7205 1.9970 0.1094 1.15 -2.62 0.24 -0.2641
```
Forces are in eV/Å.



Table of ΔE to the lowest compared entry with this formula, charge and spin (eV), in record order: 1.781, 6.115, 6.278, 0.031, 3.323, 2.186, 2.036, 1.497, 1.385, 0.884